Entry 1:
The following is a DFT calculation (ωB97M-V/def2-TZVPD) of the ion C5H8BNO2PS with charge -1.

Results
Kohn-Sham gap (hartree): 0.2869
Charge: -1
DFT total energy (Ha): -1165.1163

Geometry as XYZ:
```
19
C5H8BNO2PS, DFT ωB97M-V/def2-TZVPD
O 1.847 -1.216 0.636
P 2.359 0.313 0.314
O 3.116 -0.056 -1.080
S 3.612 0.864 1.715
B 0.811 1.474 0.002
C -0.493 0.530 -0.159
C -1.426 0.357 0.866
C -2.511 -0.492 0.661
C -2.666 -1.139 -0.552
N -1.793 -1.000 -1.554
C -0.767 -0.186 -1.335
H 1.459 -1.219 1.516
H 2.885 -0.949 -1.355
H 1.011 2.119 -1.005
H 0.722 2.176 0.980
H -1.311 0.891 1.798
H -3.253 -0.632 1.436
H -3.517 -1.783 -0.718
H -0.086 -0.051 -2.167
```


Entry 2:
The following is a DFT calculation (ωB97M-V/def2-TZVPD) of an isolated molecule of C5H8BrFN2.

Results
Kohn-Sham gap (alpha / beta) (hartree): 0.2303 / 0.2304
ΔE to the lowest compared entry with this formula, charge and spin (kcal/mol): 75.0
DFT total energy (Ha): -2978.4881

Geometry as XYZ:
```
17
C5H8BrFN2, DFT ωB97M-V/def2-TZVPD
C -1.331 1.036 -0.500
C -1.811 -0.200 -0.352
C 0.246 1.077 -0.433
C 0.802 -1.581 -1.298
C 0.665 0.287 1.820
N 0.750 -1.192 0.099
N 0.653 0.009 0.414
F -1.658 2.340 -0.320
Br -3.675 -0.528 0.130
H 0.608 0.903 -1.422
H 0.560 2.010 -0.089
H 1.774 -1.253 -1.696
H 0.884 -2.662 -1.234
H -0.113 -1.205 -1.754
H 1.476 -0.147 2.353
H 0.538 1.331 2.029
H -0.366 -0.224 2.253
```


Entry 3:
The following is a DFT calculation (ωB97M-V/def2-TZVPD) of a structure of composition C5H8BrN2.

Results
Kohn-Sham gap (hartree): 0.3746
Charge: +1
ΔE to the lowest compared entry with this formula, charge and spin (kcal/mol): 89.3
DFT total energy (Ha): -2878.4905

Geometry as XYZ:
```
16
C5H8BrN2, DFT ωB97M-V/def2-TZVPD
C 0.758 -0.761 1.604
C -0.137 0.013 2.285
C 0.519 -0.432 0.265
C -1.056 1.065 -0.961
C 1.778 -1.035 -1.226
N -0.747 0.835 1.441
N -0.374 0.551 0.164
Br 2.646 0.392 -2.225
H 1.315 -1.609 1.817
H -0.106 0.138 3.343
H -1.322 0.302 -1.732
H -1.895 1.530 -0.542
H -0.573 1.960 -1.519
H 1.142 -1.673 -1.803
H 2.503 -1.693 -0.745
H -1.381 1.605 1.729
```


Entry 4:
The following is a DFT calculation (ωB97M-V/def2-TZVPD) of an isolated molecule of C5H8BrN3.

Results
Kohn-Sham gap (hartree): 0.3871
ΔE to the lowest compared entry with this formula, charge and spin (kcal/mol): 0.0
DFT total energy (Ha): -2933.5665

Geometry as XYZ:
```
17
C5H8BrN3, DFT ωB97M-V/def2-TZVPD
C 1.857 0.035 -0.512
C 0.394 -0.436 -0.522
C -0.285 0.347 -1.907
Br 0.571 -2.336 -0.723
C -0.355 -0.120 0.685
N -0.094 0.764 1.604
C -1.100 0.645 2.452
N -1.975 -0.225 2.118
N -1.573 -0.694 0.905
H 2.348 -0.170 -1.609
H 1.948 1.100 -0.171
H 2.437 -0.353 0.329
H -0.621 -0.325 -2.625
H 0.560 0.895 -2.243
H -1.014 1.094 -1.634
H -1.136 1.258 3.352
H -1.961 -1.479 0.502
```


Entry 5:
The following is a DFT calculation (ωB97M-V/def2-TZVPD) of a structure of composition C5H8BrOP.

Results
Kohn-Sham gap (alpha / beta) (hartree): 0.2816 / 0.2816
ΔE to the lowest compared entry with this formula, charge and spin (kcal/mol): 78.9
DFT total energy (Ha): -3185.7941

Geometry as XYZ:
```
16
C5H8BrOP, DFT ωB97M-V/def2-TZVPD
C 1.151 1.746 -1.035
C -1.204 -0.586 0.748
C -0.326 -1.369 1.605
C 0.565 -1.850 0.340
C 0.026 2.439 -0.896
O -0.782 -0.841 -2.064
P -0.333 -0.578 -0.688
Br -2.709 0.429 1.345
H 1.691 1.401 -0.129
H 0.226 -0.913 2.400
H -0.965 -2.222 1.982
H 1.575 -2.053 0.628
H 0.188 -2.816 -0.148
H 1.565 1.667 -2.080
H -0.463 2.792 -0.057
H -0.204 2.754 -1.950
```


Entry 6:
The following is a DFT calculation (ωB97M-V/def2-TZVPD) of the ion C5H8ClFNS2 with charge +1.

Results
Kohn-Sham gap (hartree): 0.3153
Charge: +1
DFT total energy (Ha): -1606.2276

Geometry as XYZ:
```
18
C5H8ClFNS2, DFT ωB97M-V/def2-TZVPD
C -2.148 0.411 -0.634
C -1.276 -0.442 0.280
F -1.438 -1.753 -0.148
C 0.211 -0.144 0.102
N 0.635 1.143 -0.484
C 1.918 1.216 -0.552
Cl 2.675 2.548 -1.219
S 2.744 -0.160 0.145
C 1.230 -0.448 1.199
S 1.201 -2.212 1.622
H -3.029 -0.151 -0.903
H -2.392 1.345 -0.136
H -1.608 0.567 -1.566
H -1.613 -0.407 1.312
H 0.505 -0.845 -0.685
H 0.044 1.902 -0.808
H 1.217 0.157 2.095
H 1.123 -2.728 0.381
```